Record 1
Below is a molecular structure, C40H47CrN2O8P2S4 in a non-equilibrium geometry, with properties calculated with ωB97M-V/def2-TZVPD.

Summary:
Frontier orbital gap (spin up / spin down): 7.798 / 7.864 eV
HOMO energy (spin up / spin down): -7.481 / -7.548 eV
2S+1: 4

The geometry in XYZ format:
```
104
Properties=species:S:1:pos:R:3:forces:R:3:mulliken_charge:R:1
Cr -0.371 -0.199 -1.221 0.21 0.08 0.22 -0.23
C 2.285 -4.639 2.450 0.31 -0.19 -1.68 -1.54
C 1.479 -3.863 1.398 0.92 0.93 0.26 0.21
C -0.040 -4.051 1.275 1.33 -1.03 -0.29 -0.42
O 1.704 -2.473 1.846 -0.28 0.66 0.36 -0.10
P 1.818 -1.284 0.808 -1.14 0.66 2.69 -0.23
O 0.977 -1.551 -0.363 -0.56 0.27 -1.08 -0.33
C 1.293 0.144 1.875 0.84 0.20 -0.74 0.25
P -0.462 0.656 1.891 0.40 0.81 -0.69 -0.32
O -1.123 0.601 0.560 0.56 -0.02 0.31 -0.83
O -0.447 2.118 2.511 0.19 -0.84 -0.89 0.17
C -0.423 2.467 3.907 0.02 0.14 -0.11 0.42
C 0.946 2.992 4.332 -1.90 0.97 0.43 -1.10
C -1.436 3.587 4.067 -0.87 -2.30 -2.76 -1.48
O -1.230 -0.190 2.950 1.04 0.60 0.77 -0.19
C -2.016 -1.355 2.728 -0.28 -1.32 0.50 2.29
C -3.391 -0.915 2.287 -0.26 -0.49 0.89 -1.33
C -2.020 -2.098 4.090 0.39 -0.48 -1.07 -1.77
O 3.298 -1.072 0.449 0.64 0.56 -0.15 -0.16
C 4.451 -0.742 1.313 -0.61 -0.21 0.59 0.50
C 5.464 -1.688 0.751 0.01 0.25 -1.17 -1.41
C 4.793 0.722 1.188 -0.33 0.55 -0.88 -0.64
H 2.481 -5.635 2.082 -0.30 -0.57 0.07 0.42
H 1.772 -4.668 3.379 -0.37 -0.03 0.89 0.34
H 3.296 -4.219 2.560 -0.50 0.25 0.07 0.32
H 2.017 -3.833 0.451 -0.33 -0.94 -0.33 0.53
H -0.425 -3.974 2.274 -0.54 0.12 0.45 0.22
H -0.337 -5.019 0.843 0.36 0.10 0.27 0.53
H -0.426 -3.313 0.598 -0.30 0.50 -0.13 -0.42
H 1.939 0.954 1.471 -1.00 -0.02 -0.06 -0.69
H 1.644 0.068 2.908 -0.15 -0.56 0.04 0.93
H -0.712 1.568 4.440 -0.05 -0.02 0.42 0.42
H 1.042 3.946 3.773 0.48 -0.48 0.49 0.15
H 1.743 2.317 4.108 0.63 -0.37 0.12 0.25
H 0.774 3.190 5.430 0.91 -0.12 -1.03 0.43
H -1.182 4.355 3.357 -0.05 0.40 -0.23 0.21
H -1.399 3.927 5.014 0.05 1.38 3.21 0.59
H -2.456 3.196 3.868 0.54 0.37 -0.02 0.31
H -1.513 -2.026 2.007 -0.34 0.58 0.02 -1.01
H -3.667 -0.044 2.944 -0.09 -0.88 -0.73 0.30
H -4.021 -1.805 2.499 -0.19 0.78 -0.25 0.44
H -3.431 -0.679 1.227 0.00 0.18 0.07 0.17
H -2.385 -1.483 4.875 -0.73 0.68 0.61 0.43
H -0.988 -2.292 4.365 0.24 -0.31 -0.06 0.45
H -2.580 -3.056 4.075 0.30 0.63 -0.18 0.36
H 4.191 -1.014 2.368 0.07 0.17 -0.75 0.37
H 5.532 -1.498 -0.356 0.20 -0.12 1.07 0.17
H 5.036 -2.659 0.876 0.03 -0.88 0.00 0.33
H 6.427 -1.658 1.224 0.48 0.20 0.19 0.45
H 5.221 0.917 0.193 -0.40 -0.06 0.21 0.03
H 5.579 1.023 1.869 -0.04 -0.10 0.55 0.55
H 3.898 1.375 1.299 0.72 -0.37 0.05 -0.01
O -1.578 1.032 -2.107 0.40 0.02 0.16 0.16
N -1.700 0.922 -3.423 -0.02 -0.22 0.31 0.90
C -2.495 1.851 -3.996 -0.49 -0.33 -0.61 -0.41
C -2.857 1.762 -5.314 0.93 -1.97 -0.36 -0.89
C -2.352 0.649 -6.074 0.27 1.23 2.18 -0.45
C -1.455 -0.180 -5.442 -0.25 0.39 -0.51 -0.99
C -1.089 -0.080 -4.104 0.27 0.01 0.34 0.57
S 0.109 -1.126 -3.369 -0.99 0.86 0.01 -0.74
H -2.922 2.575 -3.321 0.26 0.03 0.13 0.52
H -3.551 2.452 -5.705 -0.56 0.69 -0.44 0.52
H -2.595 0.444 -7.084 -0.33 0.16 -0.83 0.49
H -0.942 -0.916 -5.997 0.28 -0.90 -0.52 0.51
N -8.100 -6.645 -0.696 2.59 1.96 0.27 -0.53
C -7.195 -5.893 -0.643 -2.40 -1.33 -0.39 -0.12
C -6.133 -4.891 -0.677 -1.21 -1.66 0.25 0.63
C -6.055 -4.050 -1.764 0.17 0.85 -0.09 -0.64
C -5.025 -3.112 -1.845 0.16 -2.08 1.22 -0.76
C -4.017 -3.169 -0.848 0.57 0.52 -0.63 0.39
C -4.103 -4.092 0.203 -0.44 0.79 0.26 -0.20
C -5.193 -4.919 0.327 0.57 -0.09 0.39 -0.69
C -2.837 -2.335 -0.904 1.06 0.94 -0.28 0.28
C -1.825 -1.621 -0.966 -1.86 -1.13 -0.06 -0.55
H -6.838 -4.146 -2.501 0.13 0.21 -0.26 0.45
H -4.912 -2.587 -2.749 0.22 1.09 -0.66 0.53
H -3.363 -4.015 0.980 0.29 -0.26 0.09 0.46
H -5.300 -5.598 1.170 0.04 0.11 -0.21 0.42
O 1.071 1.124 -1.014 0.02 -0.19 -0.70 1.34
C 1.539 2.315 -1.589 -1.26 -0.22 1.71 3.07
C 1.204 3.419 -0.527 0.77 0.12 -0.86 -0.16
C 2.028 4.182 0.263 -1.89 0.32 0.08 -1.12
C 1.340 5.181 1.035 -0.14 -1.33 -0.15 -1.27
C 0.000 5.058 0.827 -0.23 1.21 0.48 -0.59
S -0.425 3.897 -0.338 -0.33 -0.18 0.65 0.06
C 3.016 2.153 -1.792 0.70 -0.42 -0.74 -0.54
C 3.672 0.951 -1.989 0.72 2.85 0.50 -0.84
C 5.074 1.135 -2.283 -1.04 0.10 -0.44 -0.81
C 5.328 2.466 -2.461 0.71 -0.17 0.10 -0.71
S 4.003 3.506 -2.190 0.22 -0.59 0.15 -0.06
C 0.929 2.714 -2.939 0.65 0.32 -0.08 -0.26
C 0.391 3.918 -3.298 0.23 0.83 0.99 -0.70
C 0.294 4.121 -4.707 -1.10 2.22 1.37 -0.90
C 0.727 3.075 -5.375 1.18 -2.33 -0.37 -0.60
S 1.390 1.844 -4.356 -0.47 0.31 -0.15 -0.09
H 3.046 4.052 0.321 2.14 -0.29 -0.05 0.87
H 1.790 5.824 1.788 -0.05 -0.04 -0.34 0.41
H -0.729 5.697 1.313 -0.17 -0.26 -0.23 0.64
H 3.099 0.105 -1.838 -0.61 -1.95 0.20 0.64
H 5.810 0.332 -2.406 -0.36 0.46 0.02 0.39
H 6.278 2.914 -2.668 0.36 0.07 -0.14 0.49
H 0.187 4.698 -2.532 0.08 -0.67 -1.06 0.58
H -0.070 5.069 -5.118 0.01 -0.61 -0.03 0.41
H 0.711 2.819 -6.395 -0.02 0.22 -1.18 0.59
```
Forces are in eV/Å.

Record 2
Below is a molecular structure, C32H60BBr3Cl4CsF5NNaO16P2S in a non-equilibrium geometry, with properties calculated with ωB97M-V/def2-TZVPD.

Summary:
Frontier orbital gap: 3.123 eV
HOMO energy: -5.447 eV
2S+1: 1

The geometry in XYZ format:
```
127
Properties=species:S:1:pos:R:3:forces:R:3:mulliken_charge:R:1
O 4.936 0.119 2.790 -0.59 0.23 -0.63 -0.54
B 4.129 -0.741 2.074 -0.17 -0.06 0.02 0.61
O 2.814 -0.858 2.471 0.22 -0.27 0.23 -0.60
O 4.538 -1.476 0.953 -1.12 -0.57 1.00 -0.13
C 5.307 -2.682 1.259 1.99 1.37 -2.89 0.64
C 4.606 -3.799 2.033 1.43 -0.98 0.98 -0.65
C 5.685 -4.735 2.661 0.84 1.75 0.73 0.03
C 6.346 -4.173 3.890 -1.39 -1.69 -1.14 -0.65
O 5.355 -5.259 3.920 -0.25 0.19 0.01 -0.54
O 6.504 -2.221 1.768 -1.06 -0.54 0.38 -0.36
P 7.908 -2.502 0.746 1.39 0.05 2.35 -0.11
S 9.640 -3.157 -0.462 1.10 -0.01 -0.39 -0.43
C 8.206 -0.629 0.626 -0.30 -0.19 -1.34 -0.58
C 9.129 -0.133 -0.499 -0.97 1.45 0.65 -0.58
C 9.057 1.418 -0.519 1.07 -0.89 0.36 -0.68
Cl 7.528 2.043 -1.206 0.24 0.05 -0.02 -0.22
O 6.872 -2.586 -0.666 -2.08 0.25 -0.06 -0.63
C 5.697 -3.203 -0.186 -0.32 -2.08 0.03 0.34
C 4.484 -3.408 -1.173 1.29 1.59 -0.87 -3.29
C 4.017 -2.070 -1.946 -2.91 0.47 2.38 -1.58
C 2.504 -1.843 -1.552 0.96 0.09 -0.18 -0.93
C 1.880 -0.668 -2.275 -0.21 -0.45 0.30 1.04
F 0.525 -0.795 -2.238 0.05 0.24 0.10 -0.35
F 2.220 -0.670 -3.603 -0.05 0.01 0.02 -0.32
C 2.270 0.730 -1.712 0.34 0.24 -0.19 0.56
F 1.324 1.637 -1.961 0.06 -0.11 -0.10 -0.29
F 3.405 1.117 -2.312 -0.11 0.07 0.12 -0.28
F 2.491 0.714 -0.397 -0.21 -0.18 -0.13 -0.17
H 4.994 0.931 2.272 0.56 0.12 0.24 0.27
H 2.455 -1.684 2.135 -0.22 0.12 -0.14 0.28
H 4.050 -4.497 1.400 -0.58 0.64 -0.09 0.29
H 4.052 -3.469 2.917 -0.35 0.14 -0.37 0.37
H 6.305 -5.319 1.982 -0.32 -0.22 0.19 0.48
H 7.282 -4.594 4.229 0.30 0.71 -0.13 0.34
H 5.946 -3.207 4.172 0.44 -0.02 0.45 0.21
H 8.708 -2.450 1.956 0.24 -0.28 -0.32 0.13
H 7.747 -3.887 1.100 -0.35 -0.08 -0.93 0.06
H 9.155 -4.065 -1.331 -0.34 0.20 0.34 0.07
H 7.224 -0.161 0.472 0.12 -0.09 0.05 -0.02
H 8.590 -0.275 1.587 -0.06 -0.28 0.03 0.44
H 8.782 -0.492 -1.469 0.37 -0.23 0.03 0.29
H 10.184 -0.350 -0.315 -0.16 -0.37 -0.21 0.38
H 9.170 1.785 0.505 -0.37 0.12 -0.13 0.34
H 9.940 1.780 -1.054 -0.55 0.38 -0.41 0.43
H 6.005 -4.254 -0.010 -0.28 0.06 0.15 0.68
H 3.647 -3.760 -0.573 0.07 -0.23 -0.27 0.05
H 4.799 -4.182 -1.936 -0.73 0.30 1.36 1.43
H 4.584 -1.207 -1.516 -0.06 -0.62 -0.78 1.20
H 4.088 -2.137 -3.085 -4.48 2.70 5.53 1.55
H 1.890 -2.724 -1.765 0.12 0.09 -0.23 0.67
H 2.441 -1.670 -0.474 0.06 0.04 -0.13 -0.24
C -0.469 -0.435 -7.171 -0.04 0.05 0.01 -0.64
C -1.273 -0.940 -8.185 0.11 0.00 0.10 -0.46
C -1.940 -2.141 -8.011 -0.11 -0.07 -0.32 -0.46
C -1.797 -2.829 -6.815 -0.06 0.62 0.16 -0.76
C -0.985 -2.336 -5.795 -0.01 -0.07 0.23 -0.11
C -0.322 -1.134 -5.981 0.00 0.05 -0.14 -0.05
N -2.519 -4.089 -6.619 -0.50 0.28 0.03 0.99
O -3.201 -4.497 -7.534 0.02 -0.09 -0.06 -0.60
O -2.385 -4.652 -5.543 0.34 -0.11 -0.13 -0.52
H 0.045 0.507 -7.310 0.00 -0.01 0.00 0.43
H -1.384 -0.393 -9.110 -0.02 -0.03 -0.01 0.40
H -2.566 -2.527 -8.802 -0.06 -0.11 0.11 0.49
H -0.867 -2.871 -4.862 -0.19 -0.06 -0.02 0.70
H 0.306 -0.740 -5.196 0.00 -0.04 0.03 0.38
Cs 5.403 -2.897 -3.884 7.19 -3.29 -6.08 0.69
O 3.679 -5.932 -8.010 0.79 -0.36 -0.07 -0.47
H 3.186 -6.793 -7.869 -0.26 0.16 -0.03 0.36
H 3.165 -5.144 -7.543 -0.73 0.40 0.30 0.00
H 3.808 -5.743 -8.980 -0.23 0.00 -0.01 0.43
C -4.264 -5.870 -2.340 1.30 -0.97 -1.85 0.79
O -4.786 -6.904 -2.669 -1.16 0.39 1.18 -0.50
O -3.183 -5.483 -3.078 -0.91 -0.14 0.87 -0.37
O -4.652 -5.074 -1.346 2.24 1.27 0.90 -0.29
H -3.208 -6.255 -3.668 0.67 0.41 -0.51 0.30
Cl -3.177 -4.118 -0.770 -2.23 -0.98 -0.46 0.08
Cl -0.185 4.200 1.694 -0.01 0.00 0.03 -0.19
C -0.597 2.634 0.951 0.10 -0.08 -0.05 -0.04
C -2.086 2.442 0.819 -0.03 -0.04 -0.16 -0.60
Cl -2.880 2.239 2.402 0.01 -0.06 0.04 -0.10
H -0.145 1.847 1.552 -0.03 0.05 0.07 0.29
H -0.135 2.619 -0.034 -0.07 0.04 -0.03 -0.01
H -2.293 1.542 0.242 0.04 -0.03 0.04 0.36
H -2.552 3.285 0.313 0.02 0.04 0.07 0.31
C -8.136 5.800 1.885 0.04 -0.13 0.20 -0.68
O -7.185 5.397 0.880 -1.27 2.94 -0.23 -0.31
P -6.016 6.511 0.452 5.47 -4.12 -0.56 1.07
O -5.475 5.819 -0.751 -0.96 0.51 -0.12 -0.68
O -5.153 6.264 1.792 -0.08 0.84 0.03 -0.39
C -4.496 5.007 1.945 -0.17 -0.32 0.32 -0.72
O -5.351 8.010 0.305 -2.85 0.18 0.68 -0.29
C -5.541 8.678 -0.950 -0.01 0.26 -0.18 -0.65
H -8.796 4.958 2.080 0.06 -0.04 -0.10 0.24
H -7.624 6.071 2.812 0.01 0.01 -0.04 0.29
H -8.730 6.643 1.532 -0.09 -0.05 0.06 0.29
H -4.415 4.471 1.001 -0.11 0.11 -0.07 0.39
H -5.048 4.394 2.658 0.02 -0.03 -0.02 0.16
H -3.497 5.189 2.338 -0.04 0.12 0.00 0.39
H -6.537 8.502 -1.351 0.05 0.02 -0.12 0.33
H -4.790 8.334 -1.659 -0.07 -0.16 0.02 0.26
H -5.409 9.746 -0.785 -0.03 -0.05 0.15 0.25
C -8.205 -5.299 -3.910 -0.01 -0.03 0.06 -0.33
Br -8.373 -4.196 -2.340 0.02 -0.04 -0.09 -0.01
Br -9.762 -5.181 -5.039 0.09 0.02 0.05 -0.04
Br -6.589 -4.909 -4.882 -0.04 0.06 -0.05 0.00
H -8.131 -6.324 -3.573 0.03 0.01 0.00 0.35
C -6.546 5.517 8.197 -0.04 -0.13 0.09 -1.17
C -5.400 4.525 8.370 0.02 0.14 -0.03 -0.40
C -4.332 4.638 7.282 0.05 -0.09 0.03 -0.93
C -4.819 4.342 5.863 -0.07 0.06 -0.03 -0.23
C -5.446 2.962 5.667 0.14 -0.01 -0.06 -0.37
C -4.476 1.814 5.931 -0.16 -0.03 -0.02 -1.19
H -7.089 5.349 7.265 0.01 0.03 -0.01 0.27
H -7.261 5.418 9.016 -0.02 0.05 -0.02 0.38
H -6.176 6.544 8.199 -0.01 0.00 -0.05 0.29
H -5.797 3.507 8.409 0.02 -0.01 -0.01 0.24
H -4.925 4.706 9.338 0.00 -0.05 0.00 0.37
H -3.504 3.968 7.531 0.00 0.00 -0.02 0.36
H -3.913 5.649 7.300 -0.01 0.00 0.01 0.39
H -3.971 4.446 5.179 -0.01 -0.02 -0.01 0.21
H -5.543 5.105 5.559 0.02 0.02 0.00 0.30
H -5.799 2.889 4.634 -0.04 0.00 0.02 0.30
H -6.330 2.850 6.301 0.00 0.04 0.00 0.31
H -3.605 1.886 5.276 0.04 0.00 0.05 0.20
H -4.962 0.856 5.740 0.06 -0.02 0.00 0.37
H -4.128 1.805 6.965 0.03 0.01 -0.01 0.34
Na 0.124 -4.467 -6.995 1.02 -0.52 -0.15 0.16
```
Forces are in eV/Å.